(1)
Molecular formula: C41H37F5FeP2
Method: DFT, ωB97M-V/def2-TZVPD

Geometry as XYZ:
```
86
Properties=species:S:1:pos:R:3:forces:R:3
Fe 0.482751 -0.496423 -0.646874 1.65 0.00 -1.55
C -3.043871 2.017737 -0.254497 -0.36 0.58 -0.28
C -2.104679 2.582776 0.504102 -0.79 0.98 -0.13
C -2.373493 2.829509 1.970405 0.33 0.22 0.01
C -2.897454 1.624881 2.786682 -0.23 0.23 0.44
C -2.512841 0.254085 2.317126 -0.61 -0.17 0.43
C -3.241192 -0.383365 1.402107 -0.44 0.07 0.91
C -4.512835 0.226917 0.911410 -0.52 0.05 -0.57
C -4.390443 1.647808 0.307080 -0.39 -0.04 0.10
C 1.774301 -2.506959 -0.130595 0.31 -1.55 -0.15
H -2.964266 1.954674 -1.339377 0.22 0.03 0.39
H -1.238466 3.110647 0.067429 -0.67 -0.62 0.24
H -3.122903 3.639268 2.057787 0.31 -0.19 0.00
H -1.466754 3.205799 2.453687 0.01 0.02 -0.08
H -2.561821 1.762247 3.822237 -0.07 -0.07 -0.14
H -3.992004 1.697383 2.807908 0.22 -0.12 0.19
H -1.730378 -0.224809 2.894046 -0.14 -0.01 -0.39
H -3.114940 -1.424858 1.136314 0.38 0.40 -0.04
H -5.233521 0.284083 1.748882 0.18 -0.12 -0.26
H -4.967402 -0.433954 0.167208 0.06 0.01 0.04
H -5.152859 1.747888 -0.480461 0.24 0.04 0.20
H -4.665223 2.355910 1.102860 0.04 0.00 -0.44
H 1.409696 -2.149307 -1.128610 0.63 -0.39 0.42
H 1.868805 -3.602256 -0.222342 0.37 0.28 -0.08
H 2.749085 -2.084339 0.155228 -0.56 0.04 -0.24
P 0.585032 1.654401 -0.767023 -0.68 -0.17 -0.19
P 0.541722 -2.270959 1.150970 0.32 2.66 -0.72
C 0.152935 0.839583 0.826672 0.25 2.09 -0.76
C 0.109543 -0.507315 1.311627 0.52 -3.38 2.51
C 1.678289 3.022504 -0.429275 0.26 0.84 0.47
C 1.394310 4.009925 0.535742 0.48 -0.04 -0.33
C 2.338748 5.001345 0.810903 0.25 -0.02 0.06
C 3.588282 4.997053 0.175710 -0.16 -0.21 -0.27
C 3.874115 4.008483 -0.776787 -0.05 0.26 0.25
C 2.924687 3.041821 -1.086655 -0.40 0.02 0.23
C -0.522704 1.956643 -2.180471 0.34 0.06 0.01
C -1.285404 0.859709 -2.642638 0.04 0.32 -0.18
C -1.965249 0.948141 -3.856284 0.17 0.26 0.04
C -1.874130 2.112033 -4.632816 0.05 0.06 0.19
C -1.098037 3.186576 -4.184938 0.00 -0.10 0.09
C -0.422021 3.117562 -2.965833 -0.18 -0.53 0.04
C 1.323739 -2.865331 2.671531 -0.05 -0.33 0.62
C 2.456803 -2.185796 3.149578 0.03 -0.10 0.09
C 3.107542 -2.619039 4.308312 -0.15 -0.14 -0.08
C 2.640742 -3.737939 5.008772 -0.29 0.15 -0.35
C 1.529451 -4.433497 4.515716 0.23 0.08 0.10
C 0.880696 -4.012102 3.351487 0.15 0.18 -0.02
C -0.791417 -3.374090 0.618217 -0.65 -0.65 0.33
C -0.663868 -4.159385 -0.538892 0.02 0.09 -0.05
C -1.744671 -4.866368 -1.056439 -0.16 0.10 0.13
C -2.995360 -4.783574 -0.430406 0.32 0.14 -0.04
C -3.142551 -4.007638 0.730931 0.33 -0.28 -0.13
C -2.027849 -3.352790 1.286858 -0.33 -0.28 -0.45
H 0.132534 1.609038 1.600057 0.06 -0.36 -0.05
H -0.070256 -0.529499 2.389282 0.02 0.12 -0.33
H 0.450047 3.992220 1.079225 0.19 0.06 -0.14
H 2.120977 5.777200 1.547568 0.01 -0.25 -0.20
H 4.339232 5.763786 0.405322 -0.40 -0.36 -0.04
H 4.848479 3.971724 -1.264623 -0.25 0.09 0.11
H 3.143023 2.261386 -1.812169 -0.01 0.26 0.11
H -1.351798 -0.073947 -2.051614 -0.01 0.51 -0.22
H -2.552678 0.106081 -4.218483 0.13 0.14 0.11
H -2.402252 2.180447 -5.588866 0.22 -0.05 0.37
H -1.002463 4.087863 -4.788425 -0.07 -0.20 0.07
H 0.222344 3.925663 -2.620972 -0.23 -0.05 -0.15
H 2.849728 -1.329303 2.600280 -0.19 -0.09 0.15
H 3.989358 -2.086712 4.665269 -0.25 -0.10 -0.13
H 3.139273 -4.059786 5.930129 -0.23 0.10 -0.44
H 1.177035 -5.317116 5.047981 0.03 0.22 -0.19
H 0.043881 -4.587631 2.957957 0.10 0.16 0.14
H 0.287061 -4.208991 -1.064799 -0.36 -0.03 0.07
H -1.595812 -5.451830 -1.970906 -0.19 0.19 0.44
H -3.838626 -5.326614 -0.870243 0.24 0.33 0.29
H -4.140845 -3.910678 1.173459 0.53 -0.06 0.02
H -2.150390 -2.771323 2.203946 0.10 -0.19 -0.29
F 3.930608 -0.198400 -0.320882 -0.07 0.17 -0.24
C 3.595463 -0.153930 -1.649451 -0.81 0.13 -0.74
C 2.231714 -0.166091 -2.020710 0.81 -2.01 -0.94
C 2.034561 -0.363584 -3.395126 0.92 0.29 0.47
F 0.803989 -0.708815 -3.864054 0.03 0.18 0.08
C 3.053622 -0.343349 -4.353514 -0.22 -0.02 0.47
F 2.761481 -0.529715 -5.659574 0.36 0.11 0.41
C 4.376154 -0.217711 -3.921098 -0.10 -0.11 -0.03
F 5.378025 -0.229518 -4.816012 -0.11 0.04 0.10
C 4.663927 -0.155442 -2.555756 -0.60 -0.08 0.43
F 5.941933 -0.170722 -2.107506 -0.46 0.10 -0.39
```
Positions in Å, forces in eV/Å.

## Properties
* 2S+1: 5
* electronic energy: -4029.879675 Ha
* HOMO level (alpha / beta): -0.192 / -0.224 hartree
* frontier orbital gap (alpha / beta): 5.24 / 6.07 eV
* LUMO energy (alpha / beta): 0.0 / 0.0 eV

---

(2)
Molecular formula: C5H10O
Method: DFT, ωB97M-V/def2-TZVPD

Geometry as XYZ:
```
16
Properties=species:S:1:pos:R:3:forces:R:3
C 1.678123 0.149396 -1.029951 0.05 -0.13 -0.30
C 0.701165 0.652662 -0.005843 -0.24 -0.30 -0.35
C -0.395753 -0.517281 0.326322 0.28 0.52 0.03
C -1.724731 -0.466828 -0.447631 0.14 0.24 -0.01
C -0.435772 -0.013547 1.710743 -0.38 0.14 0.51
O -1.161666 0.879897 2.078439 -0.05 -0.45 0.43
H 2.265025 -0.660243 -0.582086 -0.01 0.08 -0.25
H 2.363932 0.918118 -1.395358 -0.10 -0.06 0.01
H 1.088822 -0.250959 -1.853727 0.34 -0.09 -0.30
H 1.279555 1.041871 0.864566 -0.53 -0.69 -0.24
H 0.123456 1.537603 -0.303255 -0.01 -0.34 -0.23
H 0.008998 -1.548190 0.281387 0.31 0.74 0.02
H -2.026509 0.570343 -0.587620 -0.07 -0.02 -0.09
H -2.550892 -0.960219 0.089527 0.48 0.10 0.07
H -1.664765 -0.961878 -1.426290 0.20 0.23 0.21
H 0.451006 -0.370750 2.280780 -0.40 0.03 0.51
```
Positions in Å, forces in eV/Å.

## Properties
* electronic energy: -271.713714 Ha
* HOMO level: -0.348 hartree
* frontier orbital gap: 10.46 eV
* LUMO energy: 1.0 eV
* structure (SMILES): CC[C@H](C)C=O
* relative energy (zero: lowest compared OMol25 entry of this formula, charge and spin): 24.4 kcal/mol

---

> Among the records above, which one has the lowest electronic energy?

C41H37F5FeP2

---

> What is the formula in the second record?

C5H10O